Computed, not measured: 9 unconnected molecules or ions with the total composition C5H27NO9 at a distorted geometry, with ωB97M-V with the def2-TZVPD basis set.

The calculation puts the energy above the lowest of the compared OMol25 structures with the same formula, charge and spin at 248.0 kJ/mol. Its SMILES is CCNCCC=O.O.O.O.O.O.O.O.O.

```
! RIJCOSX wB97M-V def2-TZVPD def2/J DEFGRID3
* xyz 0 1
C -1.595 1.309 1.909
C -1.073 2.367 0.909
N -1.187 1.801 -0.457
C -0.565 2.665 -1.446
C 0.919 2.412 -1.742
C 1.839 2.425 -0.522
O 2.398 3.438 -0.169
H -0.940 1.426 2.760
H -2.680 1.324 1.981
H -1.505 0.334 1.409
H -0.061 2.717 1.107
H -1.766 3.204 0.913
H -0.758 0.880 -0.422
H -0.765 3.716 -1.274
H -1.007 2.535 -2.444
H 1.076 1.397 -2.114
H 1.321 3.146 -2.435
H 2.014 1.464 -0.009
O -0.691 -2.628 -3.018
H 0.091 -2.201 -3.387
H -0.774 -2.201 -2.159
O 2.838 -0.701 -2.374
H 2.393 -0.939 -1.545
H 3.752 -0.518 -2.143
O -0.916 -2.397 -0.014
H -1.324 -2.444 0.865
H -1.593 -2.211 -0.659
O -2.731 -0.641 -0.795
H -3.243 -0.381 -1.571
H -2.333 0.231 -0.590
O 1.467 -4.041 0.845
H 0.804 -3.736 1.477
H 1.135 -3.716 0.001
O 1.125 0.711 2.714
H 2.049 0.985 2.764
H 1.124 0.151 1.927
O -0.826 -2.487 2.745
H -0.885 -1.608 3.125
H -1.558 -3.106 2.810
O 1.579 -1.279 0.108
H 0.735 -1.770 0.097
H 2.119 -1.631 0.822
*
```